No. 1
Below is the molecule C3H4N2P2, with properties calculated with ωB97M-V with the def2-TZVPD basis set.

As for the HOMO-LUMO gap (spin up / spin down): 0.2563 / 0.2285 hartree. Its spin multiplicity is 1. The lowest unoccupied orbital energy (spin up / spin down) is -1.02 / -1.13 eV. As for the HOMO energy (spin up / spin down): -7.99 / -7.35 eV.

Last column: Löwdin charge in e.
Cartesian coordinates (Å):
C 0.56 -1.09 -1.42  -0.306
C -0.21 -0.22 -0.77  -0.045
C -0.57 0.29 0.52  -0.138
N 1.34 -1.81 -0.55  -0.328
N 2.89 0.16 0.36  -0.806
P 3.25 1.44 -0.38  0.673
P 2.38 -1.44 0.61  0.730
H 0.72 -1.44 -2.36  0.063
H 0.24 0.04 1.24  0.047
H -1.54 0.07 0.89  0.069
H -0.42 1.31 0.59  0.040

No. 2
Below is the molecule C3H4N2S, with properties calculated with ωB97M-V with the def2-TZVPD basis set.

As for the HOMO-LUMO gap (spin up / spin down): 0.2819 / 0.2819 hartree. Its spin multiplicity is 1. The lowest unoccupied orbital energy (spin up / spin down) is -0.58 / -0.58 eV. As for the HOMO energy (spin up / spin down): -8.25 / -8.25 eV.

Last column: Löwdin charge in e.
Cartesian coordinates (Å):
C 2.53 -0.31 0.06  0.147
C -0.40 -1.72 -0.20  -0.267
C 0.42 0.92 0.28  -0.305
N 1.51 0.29 0.09  -0.172
N -2.20 0.62 -0.15  -0.324
S -0.96 -0.26 0.26  0.794
H 3.34 -0.67 -0.54  0.071
H -1.35 -2.28 -0.21  -0.046
H 0.66 2.00 0.45  0.127
H -3.00 0.10 -0.46  -0.024

No. 3
Below is a structure of composition C3H4N2S, with properties calculated with ωB97M-V with the def2-TZVPD basis set.

As for the HOMO-LUMO gap: 0.3017 hartree. Its spin multiplicity is 1. The lowest unoccupied orbital energy is -1.06 eV. As for the HOMO energy: -9.27 eV.

Last column: Löwdin charge in e.
Cartesian coordinates (Å):
C -1.24 0.76 0.11  -0.211
C 0.56 -0.87 0.16  -0.763
C 2.00 -1.12 -0.12  -0.175
H -1.14 1.32 1.37  0.161
H -2.11 -0.17 0.19  0.077
H -1.38 1.71 -0.86  0.161
H 0.67 1.16 -0.47  0.090
N 0.11 0.42 -0.22  -0.154
N 3.11 -1.15 -0.66  0.144
S -0.59 -2.05 0.49  0.671

No. 4
Below is a cluster of 2 separate species, C3H4N2S in total, with properties calculated with ωB97M-V with the def2-TZVPD basis set.

As for the HOMO-LUMO gap: 0.3349 hartree. Its spin multiplicity is 1. The lowest unoccupied orbital energy is 0.64 eV. As for the HOMO energy: -8.47 eV.

Last column: Löwdin charge in e.
Cartesian coordinates (Å):
C -0.06 0.98 -0.02  0.006
C 2.44 -0.62 -0.33  -0.961
C -2.20 0.22 0.92  -0.033
N -1.20 0.74 0.34  -0.165
N 2.08 -1.55 -0.99  0.093
S 3.24 0.53 0.33  0.717
H -0.10 1.42 -1.04  0.071
H -2.92 0.91 1.39  0.086
H -2.37 -0.80 0.58  0.076
H 1.08 -1.83 -1.18  0.111

No. 5
Below is the molecule C3H4N2S, with properties calculated with ωB97M-V with the def2-TZVPD basis set.

As for the HOMO-LUMO gap: 0.2786 hartree. Its spin multiplicity is 1. Its structure (SMILES) is C=N/N=C/C=S. The lowest unoccupied orbital energy is -1.47 eV. As for the HOMO energy: -9.05 eV.

Last column: Löwdin charge in e.
Cartesian coordinates (Å):
C 2.34 0.16 -0.05  -0.038
N 1.30 -0.58 -0.09  -0.070
N 0.15 0.19 0.05  -0.007
C -0.93 -0.53 0.09  -0.223
C -2.11 0.27 0.04  -0.670
S -3.70 -0.11 -0.07  0.663
H 3.35 -0.36 -0.11  0.088
H 2.31 1.28 0.00  0.083
H -0.92 -1.63 0.15  0.121
H -1.79 1.32 0.00  0.054

No. 6
Below is the molecule C3H4N2S, with properties calculated with ωB97M-V with the def2-TZVPD basis set.

As for the HOMO-LUMO gap: 0.3670 hartree. Its spin multiplicity is 1. Its structure (SMILES) is SC1C=NN=C1. The lowest unoccupied orbital energy is 0.31 eV. As for the HOMO energy: -9.68 eV.

Last column: Löwdin charge in e.
Cartesian coordinates (Å):
S -1.84 0.03 -0.16  0.792
C -0.25 0.06 0.58  -0.709
C 0.71 1.11 0.16  -0.206
N 1.81 0.67 -0.27  0.062
N 1.67 -0.80 -0.31  0.057
C 0.56 -1.11 0.22  -0.217
H -1.41 -0.13 -1.44  -0.092
H -0.31 0.14 1.62  0.104
H 0.50 2.17 0.17  0.115
H 0.19 -2.04 0.49  0.093

No. 7
Below is the molecule C3H4N2S, with properties calculated with ωB97M-V with the def2-TZVPD basis set.

As for the HOMO-LUMO gap: 0.2915 hartree. Its spin multiplicity is 1. Its structure (SMILES) is C=N/N=C/C=S. The lowest unoccupied orbital energy is -1.16 eV. As for the HOMO energy: -9.09 eV.

Last column: Löwdin charge in e.
Cartesian coordinates (Å):
C 2.37 0.01 0.15  -0.020
N 1.24 -0.59 -0.03  -0.081
N 0.16 0.23 -0.06  -0.019
C -0.92 -0.39 -0.11  -0.294
C -2.06 0.48 -0.09  -0.638
S -3.48 -0.25 0.10  0.722
H 3.24 -0.68 0.05  0.072
H 2.48 1.14 0.34  0.096
H -1.13 -1.48 -0.15  0.116
H -1.91 1.52 -0.20  0.046

No. 8
Below is a cluster of 2 separate species, C3H4N2S in total, with properties calculated with ωB97M-V with the def2-TZVPD basis set.

As for the HOMO-LUMO gap (spin up / spin down): 0.2326 / 0.2330 hartree. Its spin multiplicity is 1. The lowest unoccupied orbital energy (spin up / spin down) is -1.82 / -1.82 eV. As for the HOMO energy (spin up / spin down): -8.15 / -8.16 eV.

Last column: Löwdin charge in e.
Cartesian coordinates (Å):
C 1.52 0.58 -0.84  -0.017
C 2.28 -0.16 -0.20  -0.865
C -0.86 -0.69 -0.02  -0.075
N -1.09 1.71 0.24  0.137
N -0.54 0.69 -0.04  -0.171
S 3.63 -0.97 0.27  0.627
H -1.89 -0.83 0.07  0.058
H -0.44 -1.07 -0.85  0.041
H -0.50 -1.20 0.93  0.141
H -2.12 1.93 0.45  0.124

No. 9
Below is a structure of composition C3H4N2S, with properties calculated with ωB97M-V with the def2-TZVPD basis set.

As for the HOMO-LUMO gap (spin up / spin down): 0.2814 / 0.2497 hartree. Its spin multiplicity is 3. The lowest unoccupied orbital energy (spin up / spin down) is 0.87 / -2.99 eV. As for the HOMO energy (spin up / spin down): -6.79 / -9.78 eV.

Last column: Löwdin charge in e.
Cartesian coordinates (Å):
C 1.77 0.57 -0.65  -0.054
C 1.12 -0.33 0.17  -0.484
C -0.34 -0.24 0.46  -0.059
N 3.37 0.48 -0.46  -0.336
N 1.98 -1.17 0.84  -0.279
S 3.49 -0.72 0.62  0.814
H 1.45 1.35 -1.42  0.125
H -0.87 -1.13 0.04  0.089
H -0.56 -0.20 1.50  0.057
H -0.76 0.82 0.09  0.127

No. 10
Below is a structure of composition C3H4N2S, with properties calculated with ωB97M-V with the def2-TZVPD basis set.

As for the HOMO-LUMO gap (spin up / spin down): 0.2640 / 0.2581 hartree. Its spin multiplicity is 3. The lowest unoccupied orbital energy (spin up / spin down) is -12.81 / -13.86 eV. As for the total charge: +2. As for the HOMO energy (spin up / spin down): -19.99 / -20.88 eV.

Last column: Löwdin charge in e.
Cartesian coordinates (Å):
C 3.38 -1.17 -0.03  -0.204
C 1.72 -0.14 -0.11  -0.090
C -0.93 -0.59 0.05  0.582
N 2.14 -1.37 0.04  0.144
N 2.54 0.91 -0.09  -0.158
S 4.15 0.35 0.03  1.280
H -1.23 0.25 0.53  0.048
H -0.21 -1.16 0.65  0.078
H -1.34 -0.64 -0.98  0.138
H 2.40 1.93 -0.23  0.182

No. 11
Below is the molecule C3H4N2S2, with properties calculated with ωB97M-V with the def2-TZVPD basis set.

As for the HOMO-LUMO gap (spin up / spin down): 0.2748 / 0.2177 hartree. Its spin multiplicity is 1. The lowest unoccupied orbital energy (spin up / spin down) is -0.58 / -1.39 eV. As for the HOMO energy (spin up / spin down): -8.06 / -7.31 eV.

Last column: Löwdin charge in e.
Cartesian coordinates (Å):
C 1.12 -1.42 -0.61  -0.230
C 0.00 -1.06 -0.06  -0.420
C -1.81 0.90 0.33  -0.328
N 2.32 -0.90 -0.12  -0.077
N 2.56 0.28 0.06  -0.551
S 1.62 1.57 -0.04  0.581
S -1.18 -0.66 0.99  0.937
H 1.17 -2.16 -1.34  0.094
H -2.24 1.35 1.08  -0.027
H -2.57 0.66 -0.49  0.095
H -0.98 1.45 0.19  -0.075

No. 12
Below is the ion C3H4N3 with charge +1, with properties calculated with ωB97M-V with the def2-TZVPD basis set.

As for the HOMO-LUMO gap: 0.3227 hartree. Its spin multiplicity is 1. The lowest unoccupied orbital energy is -5.02 eV. As for the total charge: +1. As for the HOMO energy: -13.80 eV.

Last column: Löwdin charge in e.
Cartesian coordinates (Å):
C -0.78 -0.11 1.44  -0.114
C -0.01 0.12 -0.75  -0.043
C 0.71 0.31 -1.80  0.163
N 0.43 0.07 1.84  -0.047
N -0.81 -0.37 0.07  0.115
N 1.48 0.46 1.85  0.326
H -1.64 -0.45 2.11  0.173
H 1.62 -0.40 -1.94  0.160
H 0.62 1.12 -2.45  0.081
H -1.62 -0.75 -0.37  0.187

No. 13
Below is the ion C3H4N3 with charge +1, with properties calculated with ωB97M-V with the def2-TZVPD basis set.

As for the HOMO-LUMO gap: 0.3202 hartree. Its spin multiplicity is 1. The lowest unoccupied orbital energy is -5.15 eV. As for the total charge: +1. As for the HOMO energy: -13.87 eV.

Last column: Löwdin charge in e.
Cartesian coordinates (Å):
C -1.81 0.95 -0.01  -0.094
C 0.31 -0.23 0.00  0.010
C 1.04 -1.30 -0.05  0.171
N -2.57 -0.09 0.04  -0.045
N -0.36 0.84 -0.06  0.144
N -3.11 -1.06 0.02  0.328
H -2.17 1.90 -0.40  0.144
H 1.53 -1.81 -0.89  0.126
H 1.08 -1.83 0.83  0.077
H 0.10 1.58 0.32  0.137

No. 14
Below is a cluster of 2 separate species, C3H4N3S in total, with properties calculated with ωB97M-V with the def2-TZVPD basis set.

As for the HOMO-LUMO gap: 0.2632 hartree. Its spin multiplicity is 1. The lowest unoccupied orbital energy is -7.25 eV. As for the total charge: +1. As for the HOMO energy: -14.42 eV.

Last column: Löwdin charge in e.
Cartesian coordinates (Å):
C 3.00 0.61 -1.58  0.058
C -2.51 0.62 1.92  -0.552
C -0.22 -0.74 -0.19  -0.088
N 2.11 -0.09 -1.48  0.090
N -1.62 0.23 1.20  0.039
N -0.75 -0.66 1.01  0.105
S -3.71 1.60 2.32  0.929
H 3.83 1.27 -1.56  0.083
H 0.90 -0.59 -0.47  0.082
H -0.95 -0.43 -0.93  0.118
H -0.08 -1.81 -0.24  0.134

No. 15
Below is a cluster of 2 separate species, C3H4N3S in total, with properties calculated with ωB97M-V with the def2-TZVPD basis set.

As for the HOMO-LUMO gap: 0.2766 hartree. Its spin multiplicity is 1. The lowest unoccupied orbital energy is -5.64 eV. As for the total charge: +1. As for the HOMO energy: -13.17 eV.

Last column: Löwdin charge in e.
Cartesian coordinates (Å):
C -0.29 0.26 -0.40  -0.176
C 0.29 -2.04 0.30  0.345
C -0.75 0.93 0.68  0.146
N 0.23 -1.01 -0.22  0.116
N 3.68 0.12 -0.29  -0.795
N 2.60 0.39 -0.38  0.151
S 5.06 -0.42 -0.04  0.753
H -0.11 0.76 -1.36  0.132
H -0.70 0.38 1.55  0.057
H -0.98 2.03 0.64  0.124
H 0.34 -3.01 0.77  0.149

No. 16
Below is the molecule C3H4N4, with properties calculated with ωB97M-V with the def2-TZVPD basis set.

As for the HOMO-LUMO gap (spin up / spin down): 0.2906 / 0.2906 hartree. Its spin multiplicity is 1. Its structure (SMILES) is NC1=C=NC=NN1. The lowest unoccupied orbital energy (spin up / spin down) is 0.01 / 0.00 eV. As for the HOMO energy (spin up / spin down): -7.90 / -7.90 eV.

Last column: Löwdin charge in e.
Cartesian coordinates (Å):
N 1.87 0.23 -0.72  0.131
C 0.73 0.15 0.04  -0.417
C 0.06 1.14 0.71  -0.046
N -1.20 1.15 0.95  0.038
C -1.87 0.16 0.21  -0.230
N -1.32 -0.98 -0.01  0.051
N 0.07 -1.06 0.22  0.017
H 2.19 1.16 -1.00  0.099
H 2.12 -0.53 -1.33  0.100
H -2.91 0.29 -0.07  0.108
H 0.26 -1.75 0.94  0.147

No. 17
Below is the molecule C3H4N4O, with properties calculated with ωB97M-V with the def2-TZVPD basis set.

As for the HOMO-LUMO gap: 0.3150 hartree. Its spin multiplicity is 1. Its structure (SMILES) is [H]/N=N\c1c[nH]c(=O)[nH]1. The lowest unoccupied orbital energy is -0.29 eV. As for the HOMO energy: -8.86 eV.

Last column: Löwdin charge in e.
Cartesian coordinates (Å):
H 2.02 -1.50 0.05  0.020
N 2.70 -0.73 0.10  0.071
N 2.12 0.36 -0.12  0.001
C 0.70 0.44 -0.05  -0.356
C -0.10 1.46 0.03  -0.033
N -1.42 0.97 0.08  0.103
C -1.36 -0.44 -0.07  -0.483
O -2.41 -1.11 0.01  0.013
N -0.01 -0.72 -0.04  0.139
H -0.12 2.54 0.19  0.136
H -2.29 1.55 -0.19  0.200
H 0.56 -1.63 0.22  0.191

No. 18
Below is the molecule C3H4N4O, with properties calculated with ωB97M-V with the def2-TZVPD basis set.

As for the HOMO-LUMO gap: 0.3936 hartree. Its spin multiplicity is 1. Its structure (SMILES) is C=Cn1nnnc1O. The lowest unoccupied orbital energy is 0.58 eV. As for the HOMO energy: -10.13 eV.

Last column: Löwdin charge in e.
Cartesian coordinates (Å):
C 2.68 -0.04 -0.11  0.042
C 1.53 0.56 0.09  -0.119
N 0.27 -0.10 0.00  -0.074
N 0.12 -1.37 0.12  0.041
N -1.10 -1.55 -0.01  -0.021
N -1.78 -0.38 -0.08  0.096
C -0.89 0.55 -0.01  -0.480
O -1.01 1.85 -0.04  0.195
H 2.52 -1.19 -0.21  0.101
H 3.59 0.54 -0.03  0.061
H 1.42 1.55 0.37  0.088
H -1.86 1.70 0.23  0.070

No. 19
Below is a structure of composition C3H4N4O, with properties calculated with ωB97M-V with the def2-TZVPD basis set.

As for the HOMO-LUMO gap: 0.3047 hartree. Its spin multiplicity is 1. The lowest unoccupied orbital energy is -0.61 eV. As for the HOMO energy: -8.90 eV.

Last column: Löwdin charge in e.
Cartesian coordinates (Å):
C -1.87 0.33 0.16  -0.068
C -1.53 -1.03 0.05  -0.191
C 0.90 -0.60 -0.11  -0.378
H 0.27 2.55 0.45  0.282
H -2.95 0.76 0.27  0.152
H -2.22 -1.83 -0.06  0.099
H 1.67 -2.31 0.35  0.138
N 0.37 0.62 -0.19  -0.158
N -0.78 1.10 0.10  0.035
N -0.38 -1.43 -0.28  0.118
N 2.10 -1.16 0.28  0.062
O 1.13 1.83 -0.11  -0.088

No. 20
Below is the molecule C3H4N4O, with properties calculated with ωB97M-V with the def2-TZVPD basis set.

As for the HOMO-LUMO gap: 0.3150 hartree. Its spin multiplicity is 1. Its structure (SMILES) is Nc1n[nH]cc1N=O. The lowest unoccupied orbital energy is -0.45 eV. As for the HOMO energy: -9.02 eV.

Last column: Löwdin charge in e.
Cartesian coordinates (Å):
N 0.86 1.89 -0.16  0.115
C 0.71 0.56 -0.14  -0.402
N 1.56 -0.42 0.06  0.096
N 0.83 -1.50 0.02  -0.037
C -0.47 -1.41 -0.10  0.035
C -0.61 0.03 -0.12  -0.227
N -1.78 0.73 0.05  0.001
O -2.73 -0.07 -0.03  -0.079
H 1.63 2.28 0.38  0.104
H -0.02 2.37 0.25  0.138
H 1.27 -2.35 -0.14  0.139
H -1.25 -2.12 -0.06  0.118

Calculated DFT total energy, -908.75342; -624.10831; -624.26880; -624.28350; -624.31576; -624.34146; -624.31032; -624.11987; -624.23637; -623.36003; -1022.39569; -280.56161; -280.56481; -678.71802; -678.77025; -335.61227; -410.90536; -410.86915; -410.72819; -410.86738 hartree (same order as the records).
Calculated strongest force on any atom, 3.573; 2.627; 7.689; 3.065; 2.313; 2.172; 2.467; 5.036; 5.059; 4.732; 5.914; 3.922; 4.818; 5.589; 4.376; 0.635; 4.812; 5.963; 6.780; 4.523 eV Å⁻¹ (same order as the records).
Calculated energy above the lowest of the compared OMol25 structures with the same formula, charge and spin, 42.9; 833.5; 412.2; 373.6; 288.9; 221.4; 303.1; 803.2; 133.3; 278.8; 577.5; 177.1; 168.7; 308.5; 171.4; 422.9; 257.1; 352.2; 722.3; 356.8 kJ/mol (same order as the records).